[1]
A 2-piece molecular cluster, H3N2O4P overall, computed with ωB97M-V/def2-TZVPD.

Its SMILES is O=[NH+][O-].NOP=O. As for the spin multiplicity: 1. As for the largest force on an atom: 3.0 eV Å⁻¹. The calculation puts the total energy at -20503.54461 eV. As for the orbital gap: 8.51 eV. The calculation puts the energy above the lowest of the compared OMol25 structures with the same formula, charge and spin at 13.08 kcal per mole.

Last column: Löwdin charge in e.
Element x y z (Å)
O 0.031 -2.173 1.283  -0.01
N 1.154 -2.622 1.254  -0.25
O 2.029 -2.345 0.458  0.02
H 1.427 -3.319 1.995  0.21
N -2.111 -0.153 0.548  -0.03
O -1.481 -0.894 -0.442  -0.49
P 0.123 -0.562 -0.755  0.85
O 0.378 0.685 -0.084  -0.44
H -1.949 -0.789 1.331  0.06
H -1.532 0.704 0.699  0.06


[2]
A 2-piece molecular cluster, H3N3O2 overall, computed with ωB97M-V/def2-TZVPD.

Its SMILES is [H]/N=N\[H].O=NO. As for the spin multiplicity: 1. As for the largest force on an atom: 1.0 eV Å⁻¹. The calculation puts the total energy at -8609.26664 eV. As for the orbital gap: 9.97 eV. The calculation puts the energy above the lowest of the compared OMol25 structures with the same formula, charge and spin at 13.87 kcal per mole.

Last column: Löwdin charge in e.
Element x y z (Å)
H 1.566 1.856 0.355  0.05
N 1.009 1.140 0.868  -0.03
N -0.139 1.515 1.074  -0.03
H -0.290 2.451 0.698  0.04
O 0.096 -0.924 -1.823  0.01
N -0.529 -1.809 -1.367  -0.13
O -0.597 -1.720 -0.011  -0.01
H -1.116 -2.510 0.206  0.10


[3]
A 2-piece molecular cluster, H3N3O2P overall, computed with ωB97M-V/def2-TZVPD.

As for the spin multiplicity: 1. As for the largest force on an atom: 3.6 eV Å⁻¹. The calculation puts the total energy at -17903.95915 eV. As for the orbital gap: 7.55 eV. The calculation puts the energy above the lowest of the compared OMol25 structures with the same formula, charge and spin at 50.30 kcal per mole. Its net charge is -1.

Last column: Löwdin charge in e.
Element x y z (Å)
N -1.485 -1.192 0.350  -0.20
N -0.565 -1.585 -0.375  -0.16
N 0.041 1.465 0.032  -0.16
O 1.749 -0.156 1.267  -0.39
O 1.970 0.187 -1.214  -0.41
P 1.138 0.121 -0.024  0.27
H -2.089 -1.984 0.579  -0.02
H 0.149 1.997 -0.946  0.08
H -0.909 1.147 0.332  -0.01


[4]
An isolated ion of composition H3N3O2P and charge -1, computed with ωB97M-V/def2-TZVPD.

As for the spin multiplicity: 1. As for the largest force on an atom: 2.6 eV Å⁻¹. The calculation puts the total energy at -17902.41557 eV. As for the orbital gap (alpha / beta): 8.46 / 8.44 eV. The calculation puts the energy above the lowest of the compared OMol25 structures with the same formula, charge and spin at 85.89 kcal per mole. Its net charge is -1.

Last column: Löwdin charge in e.
Element x y z (Å)
N 0.410 -1.814 0.921  -0.05
N -1.746 0.112 0.185  -0.22
N 0.688 0.456 -1.035  -0.11
O 0.040 1.741 1.182  -0.37
O 0.670 -0.624 1.317  -0.39
P -0.270 0.571 0.386  0.19
H -1.951 -0.630 -0.448  -0.08
H 0.514 -0.389 -1.646  0.05
H 1.645 0.576 -0.862  -0.01


[5]
A 2-piece molecular cluster, H3N3O3 overall, computed with ωB97M-V/def2-TZVPD.

Its SMILES is [H]/N=N/N=O.OO. As for the spin multiplicity: 1. As for the largest force on an atom: 3.0 eV Å⁻¹. The calculation puts the total energy at -10652.79717 eV. As for the orbital gap (alpha / beta): 9.30 / 9.30 eV. The calculation puts the energy above the lowest of the compared OMol25 structures with the same formula, charge and spin at 161.37 kcal per mole.

Last column: Löwdin charge in e.
Element x y z (Å)
H -1.307 1.703 0.583  0.06
N -1.479 1.560 -0.392  0.10
N -1.124 0.478 -0.797  -0.08
N -1.282 -0.639 -1.080  -0.10
O -0.960 -1.620 -1.691  0.01
O 2.053 -0.242 1.394  -0.09
O 0.796 -0.164 0.799  -0.15
H 2.747 0.038 0.761  0.11
H 0.556 -1.114 0.421  0.14


[6]
A 2-piece molecular cluster, H3N3O3S overall, computed with ωB97M-V/def2-TZVPD.

As for the spin multiplicity: 1. As for the largest force on an atom: 6.4 eV Å⁻¹. The calculation puts the total energy at -21489.32917 eV. As for the orbital gap: 8.74 eV. The calculation puts the energy above the lowest of the compared OMol25 structures with the same formula, charge and spin at 91.92 kcal per mole.

Last column: Löwdin charge in e.
Element x y z (Å)
N 0.342 -1.476 0.966  -0.30
N -0.637 -0.932 0.798  0.11
N -0.470 0.344 -1.448  -0.20
O 1.598 -1.344 0.352  -0.05
O 0.680 0.618 -1.368  -0.09
O -1.365 1.276 -1.315  -0.39
S -0.566 2.867 -0.926  0.80
H 0.652 -2.233 1.761  0.20
H 1.351 -0.617 -0.304  0.05
H -1.670 3.474 -1.414  -0.13


[7]
An isolated ion of composition H3N4 and charge +1, computed with ωB97M-V/def2-TZVPD.

Its SMILES is N#[N+]NN. As for the spin multiplicity: 1. As for the largest force on an atom: 6.1 eV Å⁻¹. The calculation puts the total energy at -5997.61700 eV. As for the orbital gap: 10.25 eV. The calculation puts the energy above the lowest of the compared OMol25 structures with the same formula, charge and spin at 64.26 kcal per mole. Its net charge is +1.

Last column: Löwdin charge in e.
Element x y z (Å)
N -0.316 -2.058 1.112  0.34
N 0.087 -1.096 0.776  0.05
N 0.411 -0.127 -0.309  -0.03
N -0.342 0.903 -0.537  0.10
H 1.501 -0.108 -0.166  0.23
H -1.192 0.590 -0.804  0.09
H -0.148 1.896 -0.072  0.22


[8]
An isolated ion of composition H3N4 and charge +1, computed with ωB97M-V/def2-TZVPD.

Its SMILES is N#[N+]NN. As for the spin multiplicity: 1. As for the largest force on an atom: 5.3 eV Å⁻¹. The calculation puts the total energy at -5997.71450 eV. As for the orbital gap: 10.36 eV. The calculation puts the energy above the lowest of the compared OMol25 structures with the same formula, charge and spin at 62.01 kcal per mole. Its net charge is +1.

Last column: Löwdin charge in e.
Element x y z (Å)
N -2.415 0.335 0.027  0.43
N -1.366 0.028 0.015  0.02
N -0.184 -0.328 0.127  -0.03
N 0.884 0.489 -0.149  0.08
H 0.100 -1.320 -0.071  0.23
H 1.577 -0.002 -0.696  0.11
H 1.404 0.797 0.748  0.17